Record 1
Molecular formula: C6H26N2O6
Method: DFT, the ωB97M-V functional and the def2-TZVPD basis

* HOMO: -8.88 eV
* 2S+1: 1
* energy: -805.0236 hartree
* SMILES: C=CC[C@H](N)CNC.O.O.O.O.O.O

Last column: natural (NBO) charge in e.
Cartesian coordinates (Å):
N (-0.6971, 0.6870, 1.9676)  -0.64
H (-1.0500, -3.9497, -0.4146)  0.19
H (-1.5397, -0.7194, 3.0923)  0.19
C (1.2315, -0.1565, 0.8341)  -0.05
C (1.0313, -1.6781, 1.0556)  -0.47
H (2.1742, 0.6772, -2.1961)  0.49
H (-3.0674, -0.8158, -1.2920)  0.48
O (-1.1360, 1.5385, -1.6602)  -0.99
O (-1.1892, 3.9801, -1.5135)  -0.94
H (-1.2267, -1.6050, 0.6589)  0.18
H (0.6849, -3.8644, 0.2683)  0.19
O (1.2027, 2.4390, -2.3633)  -1.01
H (-2.6106, -1.1389, 0.0295)  0.45
H (0.4374, 1.9903, -1.9756)  0.50
O (-3.0963, -0.5154, -0.4591)  -0.92
H (1.2396, 1.7408, 1.8861)  0.20
H (2.9788, 0.1031, -3.3295)  0.47
H (-0.6889, 3.7521, -2.2999)  0.49
H (0.4691, 0.0225, -0.0319)  0.19
C (-0.2802, -2.2350, 0.6139)  -0.13
H (1.2027, -1.9212, 2.1660)  0.21
H (-1.5747, 2.2079, -1.0643)  0.50
H (-1.4188, -2.7051, -2.1723)  0.48
H (-0.5418, 0.1835, 4.2208)  0.19
H (1.7600, -2.2855, 0.4840)  0.22
H (-2.2011, 0.7569, 3.5312)  0.21
O (2.9564, 0.1131, -2.4232)  -0.97
H (-0.8554, 1.6888, 1.8363)  0.35
C (-0.2150, -3.4940, 0.0793)  -0.43
O (-1.8777, -1.9847, -2.5611)  -0.95
H (-0.4880, 3.9434, -0.8130)  0.46
N (2.5609, 0.2253, 0.5732)  -0.89
H (-1.3319, 0.7160, -1.0242)  0.50
H (-1.6393, -2.0143, -3.4921)  0.48
C (-1.2199, 0.3036, 3.3037)  -0.45
H (1.9051, 2.6605, -1.6552)  0.48
C (0.8054, 0.7648, 1.9782)  -0.23
H (3.1676, 0.2058, 1.4305)  0.37
H (1.1861, 0.5215, 3.0337)  0.18
H (2.9522, -0.1388, -0.3022)  0.40



Record 2
Molecular formula: C8H10OSe
Method: DFT, the ωB97M-V functional and the def2-TZVPD basis

* HOMO: -8.30 eV
* 2S+1: 1
* energy: -2787.4327 hartree
* SMILES: C[C@@](O)([SeH])c1ccccc1

Last column: natural (NBO) charge in e.
Cartesian coordinates (Å):
H (-2.3792, 1.7870, -1.0460)  0.21
H (3.4340, -2.0309, 0.8036)  0.21
C (0.0894, -0.2299, 0.3722)  -0.04
H (0.2766, -0.3080, 2.4246)  0.21
C (0.7252, -0.5034, 1.5596)  -0.21
H (2.2650, -1.1078, 2.6877)  0.21
C (-1.4144, 1.3994, -1.0791)  -0.65
H (-2.3488, 1.9708, 0.9605)  0.48
Se (-2.7175, -0.8959, 0.4165)  -0.08
H (2.3609, -1.8939, -1.5064)  0.21
C (1.8074, -1.5148, -0.6441)  -0.20
O (-1.5428, 1.4217, 1.3292)  -0.70
C (1.9318, -1.1146, 1.6816)  -0.19
H (0.2276, -0.6319, -1.7716)  0.21
H (-0.7279, 2.1518, -1.1288)  0.22
H (-2.6981, -1.0856, -0.9359)  0.05
H (-1.3086, 0.7376, -1.9128)  0.22
C (2.5310, -1.6365, 0.5607)  -0.22
C (0.6265, -0.7837, -0.7597)  -0.22
C (-1.2530, 0.6499, 0.2674)  0.28



Record 3
Molecular formula: C19H20N6O3Pd
Method: DFT, the ωB97M-V functional and the def2-TZVPD basis

* HOMO: -8.09 eV
* 2S+1: 1
* energy: -1418.2603 hartree

Last column: natural (NBO) charge in e.
Cartesian coordinates (Å):
H (-1.0146, -3.1069, 0.4905)  0.20
C (3.1397, 3.5184, -1.6596)  0.05
H (0.9708, -4.5887, -1.5063)  0.41
H (-0.0713, -1.0863, 2.3138)  0.23
H (-2.8683, 3.2129, 0.8342)  0.43
H (-3.2164, 2.5717, 3.6734)  0.22
O (-0.2096, 2.8608, -2.6096)  -0.69
H (3.1409, -2.9423, 0.7237)  0.39
H (5.1904, 1.3116, -0.6705)  0.21
H (-2.4350, 0.8912, 5.3145)  0.22
H (-4.8475, -3.4988, -1.3736)  0.21
C (-2.0962, 0.8382, 4.2886)  -0.21
C (-2.4921, -1.0979, -1.8043)  -0.29
Pd (0.1378, -0.5276, -0.8353)  0.78
C (1.9614, 3.7135, -2.2656)  -0.37
C (-1.5151, -1.5677, -0.9263)  -0.09
H (-1.5288, 2.2127, -1.0860)  0.28
C (-1.2167, -0.1881, 3.9118)  -0.22
C (-1.1948, 0.6400, 1.6940)  0.16
C (1.8340, -2.9039, -0.8454)  0.80
N (1.2826, 1.5173, -1.5409)  -0.70
H (2.8520, -1.3832, -0.0103)  0.46
O (1.1961, -2.1927, -1.6396)  -0.69
N (2.7975, -2.4039, -0.0511)  -0.83
N (1.5807, -4.2411, -0.7855)  -0.82
C (-3.9173, -2.9598, -1.2488)  -0.23
H (-2.3195, -0.1873, -2.3679)  0.22
N (-0.9046, 0.7892, 0.3476)  -0.48
H (-0.8967, -0.9040, 4.6569)  0.22
H (2.2773, -4.8699, -0.4267)  0.39
C (-1.7590, -2.7324, -0.2035)  -0.23
C (0.9289, 2.6834, -2.1611)  0.61
C (2.4389, 1.3834, -0.8859)  0.77
C (-2.5386, 1.7811, 3.3811)  -0.22
H (-3.1356, -4.3267, 0.2050)  0.21
H (3.9417, 4.2446, -1.6845)  0.20
N (-2.2919, 2.3962, 0.9301)  -0.52
H (1.7522, 4.6194, -2.8122)  0.23
C (-2.0709, 1.6582, 2.0785)  0.09
C (-1.5796, 1.8298, -0.0719)  0.26
N (3.4031, 2.3776, -0.9503)  -0.42
C (-3.6813, -1.7974, -1.9683)  -0.21
H (4.4936, 1.9993, 0.7992)  0.21
C (-0.7536, -0.3019, 2.6169)  -0.21
O (2.6796, 0.3727, -0.1907)  -0.78
C (4.6634, 2.1735, -0.2622)  -0.39
H (-4.4288, -1.4286, -2.6608)  0.21
H (5.2759, 3.0637, -0.3898)  0.20
C (-2.9546, -3.4233, -0.3655)  -0.24



Record 4
Molecular formula: C47H44FN2O6SiZr
Method: DFT, the ωB97M-V functional and the def2-TZVPD basis

* HOMO: -2.44 eV
* 2S+1: 1
* energy: -2815.1052 hartree
* total charge: -1

Last column: Löwdin charge in e.
Cartesian coordinates (Å):
H (-1.6456, 1.6591, 4.3764)  0.09
C (-4.7557, -0.4789, -3.6168)  -0.04
C (7.0088, -2.7078, -1.0901)  -0.15
C (5.6911, -3.3304, -0.6516)  -0.30
C (-2.1259, 4.5543, -0.5241)  -0.16
C (-3.6245, 1.9814, -0.0055)  -0.17
C (7.2737, -1.3848, -0.3924)  -0.13
H (-1.5656, 5.1472, -1.2535)  0.03
C (5.2633, 1.7407, -1.2015)  -0.26
H (-3.0868, 5.0497, -0.3494)  0.03
C (1.1399, -1.2108, 5.0295)  -0.08
H (2.0235, 4.9168, 2.6354)  0.11
H (3.1376, 1.9394, -1.3631)  0.15
H (4.3925, -4.9657, -1.3192)  0.08
H (-3.5397, 3.4551, 3.6246)  0.08
H (7.8007, -3.4312, -0.8921)  0.12
H (-4.5959, 2.4736, -0.1255)  0.03
H (-5.0083, -6.7209, -3.0333)  0.09
H (2.3544, -0.7551, 6.7441)  0.10
C (4.8518, -0.9487, -0.7844)  -0.07
C (3.9841, 1.2826, -1.2144)  0.09
H (-2.6943, 3.7156, -3.4145)  0.02
H (-2.1034, 2.8867, 5.5521)  0.07
H (-3.7459, 5.1700, 3.2636)  0.07
C (-4.2727, -4.7170, -3.0111)  -0.06
C (-2.1192, -5.7207, -1.6072)  -0.11
H (-4.5011, 0.0145, -2.6866)  0.10
C (-1.2563, 5.6992, 2.8539)  -0.08
O (0.2390, -1.5143, 0.6854)  -0.18
C (-1.2820, 2.5262, 4.9345)  -0.02
H (-1.9725, 6.4377, 2.5133)  0.11
Zr (-0.3674, 0.2809, -0.2477)  1.71
H (-3.7432, 0.9251, -0.2602)  0.02
C (0.0883, 5.8344, 2.5397)  -0.09
O (0.7231, -3.6373, 0.0983)  0.08
C (-2.1868, -4.3708, -1.8957)  -0.03
C (3.7712, -0.0882, -0.9910)  -0.03
C (2.0018, 0.9747, 5.5380)  -0.04
H (3.2220, -3.7396, -0.0306)  0.14
H (-5.9569, 1.1450, -4.3138)  0.09
H (0.4336, 6.6821, 1.9610)  0.10
C (2.2583, -1.9116, -0.4128)  -0.01
C (-3.2625, -3.8171, -2.6217)  -0.17
C (0.9422, -2.4467, 0.1294)  -0.57
C (0.7124, 0.6444, 3.5412)  -0.09
O (-0.9654, 0.7388, 1.8311)  -0.11
H (-6.5598, 0.0258, -6.4503)  0.08
C (-5.9136, -0.4665, -5.7335)  -0.13
H (5.1208, -4.0153, -2.6163)  0.10
C (6.1662, -0.4329, -0.7312)  -0.15
Si (-2.3673, 2.8001, -1.1194)  0.28
C (0.5515, 3.7579, 3.6753)  -0.21
C (0.9797, 4.8546, 2.9225)  -0.03
H (1.0213, -2.2581, 5.2743)  0.10
H (-3.3989, 4.6439, 4.9126)  0.08
H (-1.2680, -6.0891, -1.0446)  0.09
H (5.8090, -3.7478, 0.3525)  0.15
H (7.2969, -1.5398, 0.6922)  0.13
H (-0.4990, 2.1778, 5.6073)  0.08
H (-0.0112, -1.3337, 3.2139)  0.12
C (-5.5752, 0.1545, -4.5363)  -0.11
H (7.3493, 1.3365, -0.9190)  0.13
C (1.4115, 1.4990, 4.3878)  -0.24
H (-5.1507, -4.3457, -3.5214)  0.09
H (-3.3359, 2.0422, 1.0477)  0.02
C (-0.7939, 3.6271, 4.0294)  -0.15
H (-5.6256, -2.2261, -6.9303)  0.09
O (-0.9064, 2.0224, -1.0525)  -0.49
C (0.2353, 1.0013, 2.1660)  -0.60
H (6.1022, -5.1617, -1.6891)  0.09
H (-3.0633, -7.6556, -1.7954)  0.08
O (1.4436, 0.1166, -1.2904)  -0.11
H (-4.1434, -3.3245, -5.3232)  0.10
H (2.5285, 1.6494, 6.2034)  0.11
H (8.2398, -0.9683, -0.6775)  0.12
H (2.4547, 3.2605, 4.2485)  0.14
C (2.4151, -0.5973, -0.9288)  -0.27
C (-1.7132, -0.8871, -1.4369)  -0.16
C (1.8855, -0.3701, 5.8468)  -0.09
H (-2.6551, 1.9445, -3.4186)  0.03
C (-4.5667, -2.3593, -5.0774)  -0.06
C (-1.7023, 4.5952, 3.5675)  -0.23
N (4.6184, -2.2973, -0.5578)  0.03
C (-3.1189, -6.5975, -2.0213)  -0.14
H (-1.3976, -3.7152, -1.5492)  0.08
C (0.5511, -0.6964, 3.8858)  0.00
C (-3.0111, 2.8207, -2.8719)  -0.16
C (-3.3164, -2.3758, -2.8779)  -0.20
C (-5.3960, -1.7297, -5.9933)  -0.12
H (6.9817, -2.5467, -2.1721)  0.13
C (-4.2274, -1.7578, -3.8533)  -0.18
C (6.3567, 0.9034, -0.9560)  0.05
H (-1.5641, 4.5592, 0.4120)  0.01
F (5.5181, 3.0454, -1.4051)  0.07
C (5.2915, -4.4339, -1.6228)  -0.04
C (-2.4777, -1.5626, -2.1653)  -0.18
H (-4.1051, 2.7886, -2.8825)  0.02
C (-3.1746, 4.4573, 3.8581)  -0.05
C (3.3586, -2.7049, -0.3164)  0.03
O (1.0728, 1.3388, 1.2922)  -0.04
N (1.5409, 2.8678, 4.1178)  0.10
C (-4.1981, -6.0714, -2.7183)  -0.13



Which value of energy does entry 2 give? -2787.4327 hartree



Among the records above, which one has the lowest HOMO? C6H26N2O6



Which of these has the highest HOMO? C47H44FN2O6SiZr